Entry 1:
Formula: C40H62IrN6Si4Te
Source: the Open Molecules 2025 dataset
Level of theory: ωB97M-V/def2-TZVPD

XYZ file:
```
114
Properties=species:S:1:pos:R:3:forces:R:3
Ir -0.63492 -1.55145 0.37983 0.0 -0.1 0.1
C 5.03459 0.00853 4.09999 0.0 0.0 0.0
C 3.65205 -0.34209 3.62629 0.0 0.0 0.0
C 2.52293 0.31660 4.10960 0.0 0.0 0.0
C 1.25735 -0.00431 3.66347 0.0 0.0 0.0
C 1.03793 -1.02988 2.73486 0.0 0.0 0.0
N -0.25774 -1.40233 2.33017 0.0 0.0 0.0
C -1.23006 -1.41748 3.33535 0.0 0.0 0.0
C -0.84242 -1.77725 4.64060 0.0 0.0 0.0
C -1.69432 -1.75048 5.71679 0.0 0.0 0.0
C -3.02182 -1.36054 5.55782 0.0 0.0 0.0
C -3.97488 -1.28038 6.71858 0.0 0.0 0.0
C -3.44282 -1.08261 4.27423 0.0 0.0 0.0
C -2.59632 -1.14245 3.16179 0.0 0.0 0.0
N -3.22671 -0.96300 1.88171 0.0 0.0 0.0
C -4.55175 -0.79871 1.66256 0.0 0.0 0.0
C -4.76999 -0.73570 0.31036 0.0 0.0 0.0
C -3.51116 -0.87654 -0.25730 0.0 0.0 0.0
N -2.58426 -1.02113 0.69184 0.0 -0.1 0.0
C 2.17877 -1.64031 2.21475 0.0 0.0 0.0
C 3.45610 -1.30188 2.64964 0.0 0.0 0.0
N 2.06752 -2.63311 1.20349 0.0 0.0 0.0
C 2.90850 -3.66361 0.99449 0.0 0.0 0.0
C 2.54780 -4.27600 -0.18229 0.0 0.0 0.0
C 1.44813 -3.55486 -0.63601 0.0 0.0 0.0
N 1.16147 -2.55441 0.20028 0.0 0.0 0.0
H 5.03732 0.95995 4.62980 0.0 0.0 0.0
H 5.73008 0.08349 3.26327 0.0 0.0 0.0
H 5.41986 -0.75159 4.78198 0.0 0.0 0.0
H 2.63986 1.11210 4.83582 0.0 0.0 0.0
H 0.40116 0.52669 4.05862 0.0 0.0 0.0
H 0.18339 -2.08171 4.79310 0.0 0.0 0.0
H -1.32559 -2.03414 6.69472 0.0 0.0 0.0
H -3.44778 -1.39729 7.66381 0.0 0.0 0.0
H -4.73293 -2.06331 6.66125 0.0 0.0 0.0
H -4.49228 -0.32058 6.73938 0.0 0.0 0.0
H -4.47729 -0.80282 4.14747 0.0 0.0 0.0
H -5.26013 -0.73828 2.46404 0.0 0.0 0.0
H -5.71063 -0.60160 -0.19235 0.0 0.0 0.0
H -3.22738 -0.89032 -1.29406 0.0 0.0 0.0
H 4.31345 -1.77068 2.18224 0.0 0.0 0.0
H 3.68474 -3.89083 1.70347 0.0 0.0 0.0
H 3.00377 -5.13546 -0.63942 0.0 0.0 0.0
H 0.85334 -3.71628 -1.51703 0.0 0.0 0.0
C -2.92282 0.29115 -3.84989 0.0 0.0 0.0
Si -1.08056 0.40957 -4.22078 0.0 0.0 0.0
C -0.66248 2.23841 -4.20334 0.0 0.0 0.0
C -0.90493 -0.12829 -6.02198 0.0 0.0 0.0
C -0.10772 -0.60039 -2.91764 0.0 0.0 0.0
C -0.81131 -1.88218 -2.72488 0.0 0.0 0.0
C -1.18591 -2.69105 -3.82307 0.0 0.0 0.0
C -1.88051 -3.86314 -3.67200 0.0 0.0 0.0
C -2.23309 -4.27951 -2.38905 0.0 0.0 0.0
C -1.83696 -3.48951 -1.34673 0.0 0.0 0.0
N -1.14375 -2.33520 -1.49092 0.0 0.0 0.0
Si 1.70288 -0.84698 -3.42985 0.0 0.0 0.0
C 2.96256 -0.79809 -2.03371 0.0 0.0 0.0
C 1.92407 -2.49047 -4.31896 0.0 0.0 0.0
C 2.34684 0.47393 -4.60857 0.0 0.0 0.0
H -3.45934 0.94252 -4.54468 0.0 0.0 0.0
H -3.16365 0.63616 -2.84276 0.0 0.0 0.0
H -3.31752 -0.71909 -3.98285 0.0 0.0 0.0
H -0.89183 2.72964 -3.25818 0.0 0.0 0.0
H -1.29626 2.70563 -4.96251 0.0 0.0 0.0
H 0.37315 2.45394 -4.46315 0.0 0.0 0.0
H -1.33748 0.67228 -6.62966 0.0 0.0 0.0
H -1.46397 -1.03179 -6.26689 0.0 0.0 0.0
H 0.12297 -0.26625 -6.35826 0.0 0.0 0.0
H -0.89414 -2.37035 -4.80838 0.0 0.0 0.0
H -2.14377 -4.45502 -4.53902 0.0 0.0 0.0
H -2.78245 -5.19070 -2.20473 0.0 0.0 0.0
H -2.05698 -3.76774 -0.32232 0.0 0.0 0.0
H 2.64004 -1.21962 -1.08524 0.0 0.0 0.0
H 3.26359 0.23368 -1.85265 0.0 0.0 0.0
H 3.85696 -1.33649 -2.36029 0.0 0.0 0.0
H 1.66067 -3.35254 -3.70192 0.0 0.0 0.0
H 2.97839 -2.59230 -4.58876 0.0 0.0 0.0
H 1.34595 -2.55387 -5.24279 0.0 0.0 0.0
H 2.45533 1.45351 -4.13967 0.0 0.0 0.0
H 1.77242 0.60509 -5.52421 0.0 0.0 0.0
H 3.35189 0.15418 -4.90088 0.0 0.0 0.0
C -1.30155 4.22978 2.71808 0.0 0.0 0.0
Si -1.70430 3.19792 1.21038 0.0 0.0 0.0
C -3.45393 2.54200 1.35087 0.0 0.0 0.0
C -1.60741 4.24214 -0.34547 0.0 0.0 0.0
C -0.58987 1.67897 1.14914 0.0 0.0 0.0
Te -0.60613 0.74950 -0.84582 0.1 0.0 0.0
C 1.05509 1.98220 -1.38454 0.0 0.1 0.0
Si 2.52542 2.62567 -0.37231 0.0 -0.1 0.0
C 2.09164 4.10188 0.69388 0.0 0.0 0.0
C 3.71776 3.19688 -1.69894 0.0 0.0 0.0
C 3.30415 1.35025 0.73969 0.0 0.0 0.0
H -2.00155 5.06234 2.81931 0.0 0.0 0.0
H -0.29542 4.64827 2.66485 0.0 0.0 0.0
H -1.36861 3.62753 3.62737 0.0 0.0 0.0
H -4.18858 3.34841 1.30281 0.0 0.0 0.0
H -3.59509 2.01851 2.30091 0.0 0.0 0.0
H -3.67932 1.84175 0.54193 0.0 0.0 0.0
H -2.34175 5.04883 -0.28210 0.0 0.0 0.0
H -1.85179 3.66004 -1.23899 0.0 0.0 0.0
H -0.63018 4.70334 -0.49389 0.0 0.0 0.0
H -1.00992 0.95855 1.85297 0.0 0.0 0.0
H 0.44427 1.85107 1.44562 0.0 0.0 0.0
H 0.54012 2.89920 -1.69546 0.0 0.0 0.0
H 1.43644 1.54311 -2.30222 0.0 0.0 0.0
H 1.50842 4.85924 0.16750 0.0 0.0 0.0
H 3.03283 4.57176 0.99341 0.0 0.0 0.0
H 1.56099 3.83195 1.60707 0.0 0.0 0.0
H 3.27376 3.97086 -2.32924 0.0 0.0 0.0
H 4.02174 2.37170 -2.34754 0.0 0.0 0.0
H 4.62237 3.61401 -1.25066 0.0 0.0 0.0
H 2.53077 0.78366 1.26135 0.0 0.0 0.0
H 3.90764 1.85482 1.49825 0.0 0.0 0.0
H 3.94481 0.64277 0.21394 0.0 0.0 0.0
```
Forces are in eV/Å.

Results
**Total charge**: +1
**HOMO energy (spin up / spin down)**: -9.42 / -9.42 eV
**Kohn-Sham gap (spin up / spin down)**: 6.22 / 6.22 eV
**Max |F|**: 0.12 eV/A

***

Entry 2:
Formula: C36H61BO20
Source: the Open Molecules 2025 dataset
Level of theory: ωB97M-V/def2-TZVPD

XYZ file:
```
118
Properties=species:S:1:pos:R:3:forces:R:3
C 4.53453 -1.18664 -0.61272 0.8 -0.2 -0.3
C 4.96294 -2.46666 -1.31454 -0.6 -0.5 -0.3
C 3.81623 -3.38124 -1.78709 0.5 -0.3 0.2
C 2.88975 -3.85961 -0.66216 0.3 0.4 0.1
C 1.69876 -2.95918 -0.26033 0.3 -0.5 -0.6
C 1.21043 -1.97531 -1.31544 -0.5 -0.1 0.0
C -0.02485 -1.19586 -0.79204 0.2 -0.9 -0.2
C 0.11182 0.29090 -0.90468 1.5 0.7 0.0
O -0.87101 1.08032 -0.23884 -0.6 -1.2 -0.5
B -2.08265 0.48468 0.06414 -0.2 0.4 0.7
O -2.53026 0.57983 1.39007 0.0 0.1 -0.5
O -2.87876 -0.15855 -0.84168 0.8 -0.3 -0.2
C 1.46477 0.86699 -0.38212 -0.5 0.5 0.9
C 2.09768 1.60705 -1.56047 -1.1 -0.1 0.1
C 2.85390 2.89558 -1.28315 0.6 0.0 -0.8
C 4.36473 2.80222 -1.62692 -0.5 1.0 0.4
C 5.33137 2.88227 -0.42954 0.9 -1.5 -0.5
C 4.76992 2.22888 0.84302 -0.1 0.9 0.1
C 6.64596 2.13490 -0.83206 -0.1 0.2 0.0
C 0.84742 1.79689 -2.42202 0.3 0.6 -0.5
O 0.51597 2.72511 -3.12650 0.3 -1.3 0.7
O 0.14180 0.62923 -2.29527 -1.1 0.7 -0.2
H 4.05686 -0.51810 -1.32851 -0.3 0.0 0.2
H 3.90839 -1.40445 0.24862 -0.2 0.2 0.0
H 5.42772 -0.66468 -0.26783 -0.1 0.1 0.2
H 5.57593 -3.09188 -0.66284 0.1 0.2 0.2
H 5.57233 -2.26264 -2.19695 0.1 0.3 0.1
H 3.28530 -2.97025 -2.64688 -0.1 0.2 0.1
H 4.32671 -4.27137 -2.16231 -0.1 -0.1 -0.2
H 2.55392 -4.87051 -0.88748 -0.2 0.0 -0.1
H 3.52996 -3.95962 0.21881 0.0 -0.2 0.1
H 1.91289 -2.46681 0.67823 0.1 0.3 0.0
H 0.85932 -3.62532 -0.05510 -0.1 0.0 0.2
H 0.88569 -2.54660 -2.18667 0.1 0.0 -0.2
H 1.98952 -1.30708 -1.67646 0.1 0.1 0.2
H -0.87621 -1.56558 -1.35833 -0.3 0.3 0.1
H -0.16612 -1.49075 0.24713 -0.1 0.3 0.2
H -2.97389 1.42539 1.50039 -0.1 0.0 0.4
H -3.38173 -0.82431 -0.36478 -0.5 0.1 -0.1
H 1.16600 1.60598 0.36050 0.1 0.1 0.0
H 2.07741 0.16808 0.18242 0.1 -0.3 -0.5
H 2.63731 0.86169 -2.15217 0.5 0.3 -0.1
H 2.68514 3.24494 -0.26846 0.0 -0.1 0.1
H 2.43205 3.65522 -1.94112 -0.2 0.0 0.0
H 4.54358 1.91705 -2.23359 0.1 -0.2 0.2
H 4.59943 3.64620 -2.27789 0.1 -0.1 -0.1
H 5.63724 3.91099 -0.25907 -0.4 0.2 0.2
H 5.56809 1.81146 1.44985 0.0 -0.1 0.0
H 4.03615 1.45986 0.61352 0.1 -0.2 0.0
H 4.28001 2.98185 1.46286 -0.2 -0.1 0.1
H 7.52277 2.77645 -0.76235 0.1 0.0 0.0
H 6.59607 1.74996 -1.84926 0.1 0.1 -0.1
H 6.82030 1.27819 -0.18478 0.0 -0.1 0.0
C -3.18276 3.20110 -2.88835 -0.4 -0.1 0.1
C -2.91270 4.58512 -3.41461 0.1 -0.5 0.1
C -2.01196 5.41218 -2.53773 0.4 0.1 0.0
O -2.44022 6.75130 -2.82965 -0.2 -0.1 0.0
C -3.73582 6.68144 -3.21472 0.1 -0.1 -0.1
O -4.45703 7.61910 -3.33351 0.2 0.1 -0.4
O -4.10522 5.39710 -3.43435 0.1 0.2 0.0
H -3.84617 2.65534 -3.55871 0.1 0.0 0.0
H -2.25235 2.64267 -2.77963 0.0 0.0 -0.1
H -3.68060 3.25163 -1.91773 0.1 0.1 0.0
H -2.52777 4.53137 -4.43621 0.0 0.1 0.0
H -0.95845 5.28464 -2.77358 0.0 0.2 0.0
H -2.16751 5.22525 -1.47211 -0.1 -0.1 0.0
C -1.31493 -4.44034 5.07905 0.3 -0.1 0.2
C -0.75290 -3.30324 4.26620 -0.3 -0.3 0.1
C -0.87092 -3.47105 2.76955 -0.1 0.1 -0.2
O 0.25464 -2.72108 2.28685 -0.2 -0.1 0.5
C 1.19460 -2.73155 3.26959 0.0 0.0 0.1
O 2.31794 -2.37268 3.12190 0.1 0.1 -0.1
O 0.67782 -3.20590 4.42206 0.0 0.1 -0.1
H -1.18323 -4.25382 6.14324 -0.1 0.0 0.0
H -2.37878 -4.56966 4.88063 0.0 0.1 0.0
H -0.79400 -5.37175 4.85108 0.0 0.0 -0.1
H -1.18859 -2.35382 4.58790 0.1 0.0 -0.1
H -1.79762 -3.06831 2.36667 0.1 0.1 -0.1
H -0.75760 -4.50976 2.44890 0.0 0.0 0.1
C 1.17587 -7.87953 7.79868 0.0 0.2 -0.3
C 0.16539 -7.22560 8.70690 0.3 -0.3 -0.2
C -0.93490 -8.14089 9.19348 0.0 0.0 0.2
O -2.02283 -7.22909 9.39013 0.1 0.0 -0.1
C -1.83721 -6.18470 8.54792 0.0 0.0 0.0
O -2.64749 -5.35101 8.31131 -0.1 0.1 0.0
O -0.59403 -6.22434 8.00480 -0.1 0.0 0.2
H 1.92761 -7.15812 7.47993 0.0 0.0 0.1
H 1.67737 -8.70122 8.30973 0.0 0.0 0.0
H 0.69246 -8.26128 6.89852 -0.1 -0.1 0.1
H 0.66894 -6.73559 9.54443 -0.1 0.0 0.0
H -0.69141 -8.64970 10.12269 -0.1 0.1 0.1
H -1.23092 -8.87867 8.44378 0.1 0.0 -0.1
C -5.76662 7.46828 -0.77724 0.0 0.0 0.4
C -7.13395 7.14128 -0.23809 0.4 0.1 -0.1
C -8.11294 8.29170 -0.25842 -0.2 0.0 -0.1
O -8.97761 7.97537 0.84094 0.1 0.0 0.0
C -8.26250 7.23432 1.72427 0.1 0.0 0.0
O -8.61507 6.97213 2.82636 0.0 0.0 0.1
O -7.08998 6.83874 1.17154 -0.2 0.0 0.0
H -5.11671 6.59410 -0.71724 0.0 0.0 -0.1
H -5.81783 7.78872 -1.81609 -0.1 -0.1 0.2
H -5.29738 8.25621 -0.18540 -0.1 0.1 0.0
H -7.54550 6.26800 -0.75209 -0.1 0.0 0.0
H -8.68103 8.35564 -1.18293 -0.1 0.0 0.1
H -7.63485 9.25385 -0.06017 0.1 0.0 0.0
C -0.29982 -0.31894 -5.32554 -0.3 -0.3 0.1
C 0.68155 -1.31861 -5.88096 -0.2 0.4 0.0
C 0.88982 -1.24979 -7.37626 0.2 0.0 -0.1
O 1.23998 -2.60186 -7.69720 -0.1 0.0 0.0
C 0.67158 -3.40442 -6.76172 0.0 0.0 0.1
O 0.60013 -4.58534 -6.83806 0.0 -0.1 0.0
O 0.19571 -2.66476 -5.72850 0.2 0.0 -0.1
H -0.39864 -0.44426 -4.25016 0.0 0.1 0.0
H 0.02670 0.70238 -5.52581 0.1 0.0 0.0
H -1.28972 -0.46671 -5.76070 0.1 0.0 -0.1
H 1.63613 -1.24690 -5.35019 0.0 -0.1 -0.1
H 1.68698 -0.57063 -7.66858 0.1 -0.1 -0.1
H -0.02380 -0.98920 -7.91597 0.0 0.0 0.1
```
Forces are in eV/Å.

Results
**SMILES**: CCCCCCC[C@@]1(OB(O)O)C[C@H](CCC(C)C)C(=O)O1.C[C@@H]1COC(=O)O1.C[C@@H]1COC(=O)O1.C[C@@H]1COC(=O)O1.C[C@@H]1COC(=O)O1.C[C@@H]1COC(=O)O1
**HOMO energy**: -10.71 eV
**Kohn-Sham gap**: 10.69 eV
**Max |F|**: 1.83 eV/A